Record 1
Molecular formula: C27H84N12O12
Method: DFT, wB97M-V/def2-TZVPD

Its SMILES is COC[C@H](C)N.COC[C@H](C)N.COC[C@H](C)N.COC[C@H](C)N.COC[C@H](C)N.COC[C@H](C)N.NC(N)=O.NC(N)=O.NC(N)=O.O.O.O. For the calculated total energy, the calculation gives -2638.9721 a.u. As for the HOMO energy: -8.8 eV. The LUMO energy is 0.117 eV. As for the energy above the lowest of the compared OMol25 structures with the same formula, charge and spin: 316.6 kJ/mol. Its HOMO-LUMO gap is 8.89 eV.

Structure (ORCA input):
```
! wB97M-V def2-TZVPD RIJCOSX def2/J DEFGRID3
* xyz 0 1
C 5.2562 -3.9061 1.0359
O 4.5320 -3.0137 0.6285
N 6.5225 -3.9596 0.9941
N 4.7440 -5.1068 1.4030
H 6.8414 -4.8673 1.3015
H 7.0485 -3.2585 0.4921
H 5.4117 -5.8570 1.5102
H 3.7552 -5.2672 1.2737
C 7.5302 -0.6414 -0.2864
O 7.7427 -1.8284 -0.2981
N 6.3327 -0.1860 -0.3022
N 8.3222 0.3468 -0.4200
H 5.6723 -0.9499 -0.2815
H 6.2262 0.7581 0.0405
H 7.8794 1.2486 -0.3160
H 9.3171 0.2225 -0.2987
C 1.5155 -1.4825 5.0173
O 0.4915 -1.3995 5.6898
N 1.6097 -2.0652 3.8497
N 2.6431 -0.9082 5.3840
H 2.5653 -2.2263 3.5651
H 0.7691 -2.4233 3.4194
H 2.5913 -0.1119 6.0030
H 3.5118 -1.1634 4.9363
C 0.6103 5.7420 -4.8322
C -0.1236 4.7893 -3.9383
C -1.3347 5.4313 -3.2822
O -1.9926 4.5844 -2.3392
C -2.5720 5.2691 -1.2242
N -0.5174 3.6780 -4.7297
H 1.0325 6.5725 -4.2664
H -0.0691 6.0719 -5.6181
H 1.3986 5.1322 -5.2736
H 0.5709 4.4823 -3.1563
H -2.1079 5.6842 -4.0077
H -0.9698 6.3504 -2.8238
H -3.3931 5.8860 -1.5894
H -1.8716 5.7969 -0.5769
H -2.9133 4.4746 -0.5606
H 0.3364 3.3213 -5.1345
H -0.7761 2.9574 -4.0709
C 2.5072 -0.1142 0.7804
C 1.0332 -0.6921 0.7095
C 0.1301 0.1212 -0.2578
O 0.0733 1.4774 0.0715
C -0.9183 2.1834 -0.6411
N 1.1169 -2.0889 0.2922
H 3.0045 -0.2512 -0.1798
H 3.0599 -0.7526 1.4697
H 2.4848 0.9618 0.9536
H 0.6784 -0.5656 1.7323
H -0.8569 -0.3084 -0.0866
H 0.3341 -0.1665 -1.2892
H -1.9439 1.9895 -0.3271
H -0.8609 2.1183 -1.7277
H -0.6808 3.2246 -0.4230
H 0.2166 -2.5053 0.4823
H 1.8128 -2.5553 0.8563
C -2.2271 -0.0170 2.6599
C -2.9420 -0.5527 3.9621
C -4.3759 -0.9348 3.7000
O -5.0671 -1.3281 4.9090
C -6.4056 -1.6328 4.9305
N -2.2301 -1.6513 4.4566
H -2.1879 -0.8935 2.0131
H -1.2935 0.5308 2.7885
H -2.8752 0.6566 2.0993
H -2.8185 0.2638 4.6736
H -4.4032 -1.8093 3.0499
H -4.9626 -0.1994 3.1494
H -6.7784 -1.6610 5.9544
H -6.5727 -2.6020 4.4606
H -7.0530 -0.8159 4.6115
H -2.5737 -2.0133 5.3346
H -1.3406 -1.2746 4.7513
C -5.0186 0.3121 -0.8427
C -4.4666 -0.9867 -0.1407
C -5.4235 -2.2209 -0.1777
O -6.5175 -2.1308 0.7641
C -7.3784 -3.2128 0.7483
N -3.1825 -1.2621 -0.6956
H -6.0389 0.5021 -0.5093
H -5.1438 0.1636 -1.9153
H -4.3957 1.1974 -0.7151
H -4.2971 -0.7443 0.9084
H -4.8788 -3.1346 0.0602
H -5.9543 -2.3870 -1.1151
H -8.2095 -2.9200 1.3899
H -6.9648 -4.0643 1.2888
H -7.9019 -3.3953 -0.1901
H -2.7217 -0.3793 -0.8636
H -3.2545 -1.7387 -1.5831
C -0.2444 -2.7071 -3.4002
C -0.0397 -4.0937 -2.8185
C 0.2125 -5.0828 -3.9508
O -0.9391 -5.2486 -4.7650
C -0.8030 -5.7707 -6.0787
N 1.0940 -4.2499 -1.9323
H -1.0863 -2.7964 -4.0867
H 0.6137 -2.4510 -4.0217
H -0.4046 -1.9187 -2.6648
H -0.8798 -4.5169 -2.2677
H 0.3448 -6.0604 -3.4874
H 1.0900 -4.7892 -4.5270
H -0.2442 -6.7033 -6.1575
H -0.2690 -5.0824 -6.7337
H -1.8061 -5.9314 -6.4737
H 1.8679 -3.8501 -2.4436
H 1.1108 -3.6505 -1.1196
C 1.1420 7.6292 -1.1766
C 2.4127 7.2061 -0.5459
C 2.5118 5.6800 -0.3034
O 1.6426 5.2047 0.7581
C 1.8759 3.8314 1.2061
N 3.4010 7.7013 -1.4459
H 1.1607 8.7092 -1.3232
H 0.3521 7.3708 -0.4713
H 1.0044 7.1210 -2.1310
H 2.4069 7.6415 0.4533
H 3.5093 5.4635 0.0788
H 2.4653 5.1404 -1.2493
H 1.9417 3.0486 0.4504
H 0.9646 3.5185 1.7156
H 2.8119 3.9522 1.7515
H 3.3382 7.1297 -2.2762
H 4.2959 7.5147 -1.0163
O 4.6531 -2.1728 3.5985
H 5.5320 -2.3469 3.9353
H 4.6611 -2.5303 2.7106
O -0.9865 -3.6248 3.0862
H -1.1101 -3.5166 2.1432
H -1.5410 -2.9511 3.4798
O -1.7351 -3.2977 0.4550
H -2.1981 -2.5467 0.0837
H -1.6047 -3.8896 -0.2859
*
```

Mulliken population analysis, charges in e, atoms 1 to 5:
1. C 0.578
2. O -0.388
3. N -0.341
4. N -0.459
5. H 0.124

***

Record 2
Molecular formula: C10H15BrNO
Method: DFT, wB97M-V/def2-TZVPD

For the calculated total energy, the calculation gives -3093.6745 a.u. As for the HOMO energy (spin up / spin down): -12.3 / -12.3 eV. The LUMO energy (spin up / spin down) is -5.629 / -5.629 eV. As for the energy above the lowest of the compared OMol25 structures with the same formula, charge and spin: 123.2 kJ/mol. Its HOMO-LUMO gap (spin up / spin down) is 6.67 / 6.67 eV.

Structure (ORCA input):
```
! wB97M-V def2-TZVPD RIJCOSX def2/J DEFGRID3
* xyz 1 1
C -1.4809 0.8151 3.9528
C -2.0586 1.2521 2.7661
C -0.1627 0.4043 3.9519
C -1.2696 1.3804 1.6134
C 0.5632 0.4269 2.8300
C 0.0305 0.9641 1.6508
C -1.1525 -0.5327 -3.2061
C 1.9849 -1.6710 -1.2429
C 0.0886 -1.3974 -2.9240
C 0.8368 1.4291 -0.6534
N 0.6088 -1.2703 -1.5570
O 0.9723 0.9281 0.5583
Br 2.3113 1.9689 -1.5923
H -2.0983 0.8047 4.8679
H -2.9704 1.7919 2.8814
H 0.2557 -0.0490 4.8438
H -1.6614 1.9379 0.7103
H 1.5073 -0.0253 2.9553
H -0.9036 0.4925 -3.0227
H -1.4345 -0.4782 -4.3157
H -2.0240 -0.9581 -2.6093
H 2.3420 -1.2218 -0.2812
H 2.2828 -2.7046 -1.4334
H 2.6565 -1.1770 -1.9177
H 0.9659 -1.1352 -3.6813
H -0.1798 -2.3763 -3.2158
H 0.0142 1.7262 -1.2356
H -0.0245 -1.3252 -0.6934
*
```

Mulliken population analysis, charges in e, atoms 1 to 5:
1. C -0.354
2. C -0.681
3. C -0.396
4. C -0.404
5. C -0.430

***

Record 3
Molecular formula: C4H14NO3
Method: DFT, wB97M-V/def2-TZVPD

For the calculated total energy, the calculation gives -440.9555 a.u. As for the HOMO energy: -13.7 eV. The LUMO energy is -4.040 eV. As for the energy above the lowest of the compared OMol25 structures with the same formula, charge and spin: 270.0 kJ/mol. Its HOMO-LUMO gap is 9.67 eV.

Structure (ORCA input):
```
! wB97M-V def2-TZVPD RIJCOSX def2/J DEFGRID3
* xyz 1 1
C -3.1076 -0.0237 -2.4366
C -2.1056 -0.2047 -1.3261
C -0.9647 0.4682 -1.3455
N -0.2494 0.3120 -0.1778
C 1.0052 0.5517 -0.1063
H -3.8115 -0.8827 -2.6206
H -3.5834 0.9073 -2.3460
H -2.3991 -0.0510 -3.3003
H -2.4103 -0.7956 -0.5047
H -0.9067 1.4361 -1.7706
H -0.6955 -0.3221 0.6125
H 1.4991 0.2587 0.8389
H 1.6594 1.0294 -0.8937
H -0.7532 -2.9473 0.5334
H -1.9312 -2.4086 1.2362
O -1.1435 -2.1175 0.9276
H 3.8513 2.5762 1.9122
H 2.5380 3.5429 2.2976
O 2.9763 2.8757 1.6032
H 3.7709 -2.1151 2.0107
H 3.5368 -0.8152 2.8241
O 3.2247 -1.2748 2.0318
*
```

Mulliken population analysis, charges in e, atoms 1 to 5:
1. C -1.120
2. C 0.009
3. C -0.265
4. N 0.007
5. C -0.154

***

Record 4
Molecular formula: C3H9N5
Method: DFT, wB97M-V/def2-TZVPD

For the calculated total energy, the calculation gives -393.2926 a.u. As for the HOMO energy (spin up / spin down): -7.6 / -7.6 eV. The LUMO energy (spin up / spin down) is 0.231 / 0.234 eV. As for the energy above the lowest of the compared OMol25 structures with the same formula, charge and spin: 580.0 kJ/mol. Its HOMO-LUMO gap (spin up / spin down) is 7.86 / 7.87 eV.

Structure (ORCA input):
```
! wB97M-V def2-TZVPD RIJCOSX def2/J DEFGRID3
* xyz 0 1
C 1.6484 0.1891 0.1928
C -0.3192 0.1710 1.8890
C 0.2072 -0.1177 0.5022
N -0.2781 1.5680 -2.3015
N -1.1022 -1.9406 0.1539
N 0.7119 0.8331 -1.7653
N 0.8982 1.2247 -0.5163
N -0.4761 -0.8677 -0.4119
H -1.0199 1.7850 -1.6370
H -0.5973 1.1636 -3.1736
H -2.0688 -1.9751 -0.1576
H -0.6405 -2.8226 -0.0727
H 2.2197 0.5923 1.0259
H 2.1548 -0.5345 -0.4450
H -1.3719 0.4554 1.8402
H -0.2119 -0.7082 2.5283
H 0.2457 0.9840 2.3488
*
```

Mulliken population analysis, charges in e, atoms 1 to 5:
1. C -0.598
2. C -1.194
3. C 0.979
4. N -0.344
5. N -0.645